Density functional theory data (ωB97M-V/def2-TZVPD) for C17H31NO5 in the gas phase.

ORCA input file:
```
! wB97M-V def2-TZVPD RIJCOSX def2/J DEFGRID3
* xyz 0 1
C -3.7219 -2.6137 -0.2045
C -3.6162 -2.1637 -1.6570
C -4.6072 -1.0571 -2.0239
C -4.4649 0.2337 -1.2155
C -3.1014 0.9019 -1.3760
C -3.0397 2.2364 -0.6356
C -1.7111 2.9714 -0.8196
C -0.5324 2.2130 -0.2152
C 0.7509 3.0377 -0.2561
H 1.0142 3.2786 -1.2909
H 0.6528 3.9550 0.3276
O 1.8351 2.3223 0.3446
C 2.4801 1.4388 -0.4171
O 2.2566 1.2515 -1.5848
C 3.4862 0.6466 0.4190
N 2.8190 -0.3918 1.1947
C 1.8347 -1.1772 0.4679
H 2.2591 -1.5160 -0.4764
C 1.4620 -2.3847 1.3279
O 0.9282 -1.9795 2.5665
C 1.8524 -1.1783 3.2632
C 2.2525 0.0569 2.4527
H 3.0081 0.6200 3.0031
H 1.3681 0.6979 2.3023
H 1.3655 -0.8869 4.1953
H 2.7572 -1.7627 3.4881
H 0.6896 -2.9827 0.8416
H 2.3591 -3.0005 1.4890
H 0.9186 -0.5988 0.2609
H 3.9647 1.3245 1.1322
C 4.5633 0.0259 -0.4821
C 5.4717 -0.8216 0.3753
O 6.1817 -0.4094 1.2508
O 5.3956 -2.1162 0.0563
H 5.9689 -2.6445 0.6346
H 4.1121 -0.5832 -1.2626
H 5.1443 0.8260 -0.9416
H -0.7537 1.9531 0.8230
H -0.3602 1.2915 -0.7734
H -1.5281 3.1318 -1.8840
H -1.7828 3.9522 -0.3428
H -3.8454 2.8796 -0.9979
H -3.2109 2.0652 0.4299
H -2.3304 0.2376 -0.9871
H -2.9009 1.0671 -2.4372
H -4.6443 0.0279 -0.1589
H -5.2408 0.9296 -1.5460
H -4.4861 -0.8223 -3.0846
H -5.6221 -1.4388 -1.8858
H -3.8129 -3.0201 -2.3071
H -2.5974 -1.8309 -1.8622
H -4.7462 -2.8925 0.0338
H -3.4124 -1.8240 0.4751
H -3.0828 -3.4764 -0.0292
*
```

The LUMO energy is 0.7 eV. The energy above the lowest of the compared OMol25 structures with the same formula, charge and spin comes out at 0.6 kcal per mole. The structure (SMILES) is CCCCCCCCCOC(=O)[C@H](CC(=O)O)N1CCOCC1.

Atomic partial charges in e from the natural (NBO) method, atoms 1 to 2: -0.6101, -0.3954

=====

Density functional theory data (ωB97M-V/def2-TZVPD) for 8 unconnected molecules or ions with the total composition C16H53ClNO25P5 at a distorted geometry.

ORCA input file:
```
! wB97M-V def2-TZVPD RIJCOSX def2/J DEFGRID3
* xyz 0 1
N 1.8601 -3.2869 3.0156
H 2.3730 -3.2475 2.1261
H 1.1319 -2.5642 3.0383
H 2.4107 -3.0214 3.8276
H 1.4174 -4.2022 2.9885
Cl -0.5264 -1.3572 1.2500
O -1.9282 -1.0445 1.1238
O -0.3995 -2.6046 2.0043
O 0.0574 -1.4555 -0.0709
O 0.0298 -0.2937 2.0136
C -3.1491 6.1881 -0.8833
O -2.0644 5.4371 -0.3023
P -0.8887 4.8549 -1.1952
O -1.1848 4.7962 -2.6255
O -0.4460 3.5113 -0.4083
C -1.3121 2.3696 -0.3771
O 0.3607 5.8619 -0.8907
C 1.0105 5.7798 0.3752
H -3.5359 5.7102 -1.7824
H -2.9769 7.2572 -0.9686
H -3.9936 6.0183 -0.2127
H -1.0295 1.6802 -1.1740
H -2.3584 2.6604 -0.3217
H -1.0364 1.7676 0.4914
H 1.5397 4.8297 0.4731
H 0.1918 5.7658 1.1016
H 1.6902 6.6218 0.4813
C 0.6803 2.6853 3.2680
O 2.0198 2.2417 3.5721
P 3.2153 2.5978 2.5519
O 2.8460 2.8479 1.1489
O 4.0102 3.7798 3.2813
C 3.5663 5.0859 2.9849
O 4.1943 1.3758 2.8026
C 4.2381 0.2039 2.0008
H 0.4155 3.3834 4.0674
H -0.0675 1.9027 3.3838
H 0.4301 3.2355 2.3607
H 2.4870 5.0987 2.8099
H 4.0085 5.4076 2.0386
H 3.8373 5.8011 3.7582
H 5.2030 0.1140 1.5032
H 3.3871 0.2185 1.3209
H 4.1879 -0.6726 2.6495
C -8.2417 1.1607 0.9215
O -7.5183 1.7745 -0.1429
P -5.9520 2.1062 -0.0722
O -5.3944 2.9451 -1.1387
O -5.7683 2.7361 1.3789
C -4.5092 2.9537 2.0004
O -5.2574 0.6662 0.0881
C -4.4135 0.1235 -0.9254
H -8.1178 1.6269 1.8974
H -7.7905 0.1639 0.9527
H -9.2950 0.9723 0.7264
H -3.7742 3.3172 1.2852
H -4.1548 2.0342 2.4728
H -4.6682 3.6107 2.8539
H -3.7833 0.8766 -1.3953
H -4.9965 -0.3903 -1.6939
H -3.9321 -0.6155 -0.2835
C -0.1449 -6.1126 -1.3305
O -1.4283 -5.6754 -1.8639
P -1.5849 -4.5668 -3.0158
O -0.9972 -4.8713 -4.3317
O -3.1972 -4.4356 -3.1619
C -4.0102 -4.1121 -2.0181
O -1.0691 -3.1799 -2.4400
C -1.6022 -1.9173 -2.7741
H -0.0595 -5.9428 -0.2597
H 0.5907 -5.6315 -1.9708
H -0.0904 -7.1942 -1.4486
H -4.7753 -3.4719 -2.4545
H -3.4889 -3.6264 -1.1933
H -4.4751 -5.0218 -1.6386
H -2.0821 -1.8661 -3.7545
H -0.8310 -1.1504 -2.8154
H -2.3609 -1.6470 -2.0387
C 5.1094 -6.0932 -1.1221
O 4.7219 -5.2332 -0.0744
P 4.4654 -3.6390 -0.3130
O 3.6217 -3.0183 0.7394
O 5.9769 -3.1424 -0.2824
C 6.2630 -1.8147 -0.6864
O 3.8262 -3.4531 -1.7476
C 2.3943 -3.2217 -1.7116
H 4.2773 -6.2125 -1.8218
H 5.4169 -7.1139 -0.9001
H 5.9130 -5.6970 -1.7484
H 6.1319 -1.2441 0.2376
H 5.5176 -1.4125 -1.3768
H 7.2559 -1.7168 -1.1165
H 1.7215 -3.5340 -2.5032
H 2.2515 -2.1898 -1.3933
H 1.9448 -3.5870 -0.7810
C 3.0494 0.6428 -2.0774
O 1.9372 -0.0965 -2.4880
H 2.9873 1.7054 -2.3443
H 3.3126 0.6747 -1.0159
H 3.9201 0.3249 -2.6568
H 1.2555 0.0938 -1.8314
*
```

The LUMO energy is -0.5 eV.

Atomic partial charges in e from the Löwdin method, atoms 1 to 2: 0.2943, 0.0776

=====

Density functional theory data (ωB97M-V/def2-TZVPD) for a molecular structure, C46H38B2F6N4O4P2S2Ti at a distorted geometry.

ORCA input file:
```
! wB97M-V def2-TZVPD RIJCOSX def2/J DEFGRID3
* xyz -2 3
Ti -0.9117 0.4238 -1.2763
C 2.9108 2.5464 1.6611
N 2.8468 1.1038 2.0008
P 2.9240 0.2076 0.4257
C 4.7285 0.5091 0.1179
C 5.1542 0.4992 -1.2071
C 6.4918 0.7238 -1.5327
C 7.4124 0.9819 -0.5302
C 6.9959 1.0089 0.7977
C 5.6639 0.7710 1.1157
C 3.0034 -1.5119 1.1531
C 1.7925 -2.2091 1.2639
C 1.7635 -3.5268 1.7014
C 2.9447 -4.1777 2.0370
C 4.1524 -3.4998 1.9365
C 4.1811 -2.1828 1.4854
P 1.5324 0.4825 3.0005
C 2.5923 -0.3280 4.2988
C 2.1629 -1.5439 4.8247
C 2.9293 -2.2215 5.7762
C 4.1306 -1.6815 6.2096
C 4.5681 -0.4643 5.6912
C 3.8063 0.2008 4.7380
C 0.9239 1.9419 3.9562
C 0.2777 2.9856 3.2856
C -0.3724 3.9934 3.9850
C -0.4320 3.9601 5.3738
C 0.1609 2.9058 6.0533
C 0.8301 1.9053 5.3515
H 3.8662 2.7498 1.1749
H 2.8667 3.1436 2.5699
H 2.1162 2.8720 0.9802
H 4.4265 0.3126 -1.9924
H 6.8074 0.7044 -2.5692
H 8.4510 1.1649 -0.7790
H 7.7122 1.2153 1.5850
H 5.3333 0.7771 2.1502
H 0.8661 -1.7188 0.9934
H 0.8106 -4.0410 1.7656
H 2.9253 -5.2123 2.3623
H 5.0800 -3.9955 2.2017
H 5.1387 -1.6844 1.3985
H 1.2219 -1.9623 4.4755
H 2.5883 -3.1734 6.1671
H 4.7278 -2.2041 6.9490
H 5.5050 -0.0360 6.0310
H 4.1467 1.1451 4.3249
H 0.2421 3.0012 2.2057
H -0.8577 4.7919 3.4340
H -0.9588 4.7357 5.9188
H 0.0948 2.8479 7.1339
H 1.2743 1.0852 5.9015
S -0.5263 -4.4525 -6.4296
C 0.3529 -3.9174 -7.8054
C 0.5891 -2.5799 -7.7291
C 0.0578 -1.9816 -6.5463
C -0.5919 -2.8749 -5.7243
C -1.2226 -2.6705 -4.4207
C -1.2519 -1.4007 -3.8704
N -1.6960 -1.1031 -2.6587
C -2.2062 -2.1358 -1.8817
C -2.2873 -3.4718 -2.3796
C -2.8974 -4.4577 -1.5402
C -3.4832 -4.0884 -0.3604
C -3.4530 -2.7566 0.1002
C -4.3121 -2.2947 1.1613
C -4.4324 -0.9882 1.4634
C -3.4528 0.0007 0.9700
N -2.4512 -0.4981 -0.0959
C -2.6905 -1.8165 -0.6129
C -5.4718 -0.5007 2.3777
C -6.5601 -1.1491 2.9042
C -7.3455 -0.3264 3.7658
C -6.8507 0.9380 3.8810
S -5.4318 1.1234 2.9531
C -1.7715 -3.7324 -3.6427
H 0.6370 -4.6159 -8.5805
H 1.1299 -2.0283 -8.4891
H 0.1615 -0.9286 -6.3093
H -0.8924 -0.5608 -4.4529
H -2.9209 -5.4901 -1.8759
H -4.0091 -4.8277 0.2423
H -4.9592 -3.0266 1.6408
H -3.8461 0.9845 0.7264
H -6.7969 -2.1806 2.6725
H -8.2445 -0.6631 4.2693
H -7.2477 1.7707 4.4444
H -1.7990 -4.7464 -4.0302
C 1.3479 -1.4265 -1.9524
O 0.3978 -0.8191 -1.1230
H 1.9934 -2.0965 -1.3819
H 1.9831 -0.6770 -2.4359
H 0.8714 -2.0152 -2.7366
F -1.4903 -1.2180 2.1786
B -1.9555 -0.1948 1.3750
F -1.1160 0.9265 1.4497
O -0.5273 3.7874 0.0339
N -0.6377 2.6879 -0.4304
O -1.7658 2.1969 -0.8060
O 0.3583 1.8712 -0.5581
F -2.1132 1.5361 -3.3265
B -0.8688 2.0998 -3.7052
F 0.1259 1.1803 -3.1244
F -0.7436 2.1189 -5.1006
F -0.6741 3.3677 -3.1509
*
```

The LUMO energy (spin up / spin down) is 3.9 / 3.9 eV. The energy above the lowest of the compared OMol25 structures with the same formula, charge and spin comes out at 0.0 kcal per mole.

Atomic partial charges in e from the Löwdin method, atoms 1 to 2: 1.1210, -0.1900

=====

Density functional theory data (ωB97M-V/def2-TZVPD) for 2 unconnected molecules or ions with the total composition C34H16F15OSi at a distorted geometry.

ORCA input file:
```
! wB97M-V def2-TZVPD RIJCOSX def2/J DEFGRID3
* xyz 1 1
C 0.5219 -0.1187 -3.3731
C -0.0611 -0.0116 -2.0105
C 0.2584 0.9853 -1.1793
O -0.9815 -0.9796 -1.6632
Si -0.7848 -2.1871 -0.5188
C -2.0992 -1.9876 0.7801
C -1.8631 -2.4746 2.0501
F -0.7329 -3.1512 2.3281
C -2.8186 -2.3122 3.0432
F -2.5803 -2.7607 4.2857
C -4.0193 -1.6867 2.7529
F -4.9405 -1.5163 3.7151
C -4.2670 -1.2335 1.4683
F -5.4417 -0.6522 1.1781
C -3.3048 -1.3838 0.4793
F -3.5852 -0.9623 -0.7680
C -1.0423 -3.8293 -1.3542
C -0.4240 -4.9481 -0.8327
F 0.3093 -4.8664 0.2931
C -0.5905 -6.1820 -1.4453
F 0.0254 -7.2668 -0.9505
C -1.3942 -6.2959 -2.5667
F -1.5465 -7.4866 -3.1688
C -2.0364 -5.1771 -3.0690
F -2.8323 -5.2895 -4.1439
C -1.8596 -3.9409 -2.4625
F -2.5127 -2.8746 -2.9612
C 0.9318 -2.0177 0.1702
C 1.1578 -1.2132 1.2689
F 0.1696 -0.4453 1.7655
C 2.4458 -1.0758 1.7690
F 2.6770 -0.2844 2.8300
C 3.5020 -1.7184 1.1423
F 4.7518 -1.5693 1.6108
C 3.2756 -2.4768 0.0042
F 4.3095 -3.0443 -0.6391
C 1.9864 -2.6119 -0.4927
F 1.7935 -3.2052 -1.6858
H 1.3297 0.5980 -3.5206
H 0.9140 -1.1243 -3.5380
H -0.2479 0.0714 -4.1232
H -0.2061 1.0501 -0.2161
H 0.9455 1.7573 -1.4612
C -0.0645 4.2585 0.5104
C 0.2602 3.8375 1.8261
C -0.7772 3.8681 2.7838
C -0.5628 3.4958 4.0864
C 0.6910 3.0740 4.4870
C 1.7262 3.0064 3.5726
C 1.5187 3.3715 2.2639
C 0.7087 4.4590 -0.6625
C 0.0104 4.8051 -1.8403
C 0.6641 5.0076 -3.0290
C 2.0391 4.8789 -3.0921
C 2.7614 4.5733 -1.9529
C 2.1151 4.3773 -0.7555
H -1.1118 4.4771 0.3765
H -1.7545 4.1952 2.4749
H -1.3748 3.5326 4.7951
H 0.8565 2.7888 5.5110
H 2.6966 2.6551 3.8867
H 2.3245 3.2505 1.5699
H -1.0572 4.9280 -1.7888
H 0.1037 5.2797 -3.9092
H 2.5478 5.0374 -4.0267
H 3.8374 4.5114 -2.0009
H 2.7085 4.2312 0.1234
*
```

The LUMO energy is -6.0 eV. The energy above the lowest of the compared OMol25 structures with the same formula, charge and spin comes out at 0.0 kcal per mole.

Atomic partial charges in e from the natural (NBO) method, atoms 1 to 2: -0.6723, 0.3821

=====

Number 1: total energy -1097.351308 Eh. Number 2: total energy -4744.254390 Eh. Number 3: total energy -5273.602938 Eh. Number 4: total energy -3167.653129 Eh.